--- 1 ---
Molecular formula: C4H4O
Method: DFT, ωB97M-V/def2-TZVPD

M = 68.08 g mol⁻¹
structure (SMILES) = C=CC=C=O
HOMO energy = -8.62 eV

Each atom is followed by the atoms it is bonded to, with distances in Å.
Geometry (Å):
1 C 0.40 1.30 0.61  C2 1.366, H6 1.091, H7 1.037
2 C 0.69 0.04 0.17  C1 1.366, C3 1.563, H8 1.057
3 C -0.08 -1.14 -0.50  C2 1.563, C4 1.298, H9 1.131
4 C -1.33 -0.92 -0.75  C3 1.298, O5 1.164
5 O -2.38 -0.43 -0.85  C4 1.164
6 H 1.15 2.02 0.95  C1 1.091
7 H -0.58 1.63 0.56  C1 1.037
8 H 1.53 -0.51 0.52  C2 1.057
9 H 0.61 -2.01 -0.72  C3 1.131

Okay, here come the Mulliken numbers, in e, for every atom: -0.61, -0.06, -0.69, 0.71, -0.36, 0.24, 0.25, 0.26, 0.28


--- 2 ---
Molecular formula: C4H4O
Method: DFT, ωB97M-V/def2-TZVPD

M = 68.07 g mol⁻¹
structure (SMILES) = C=C=CC=O
HOMO energy = -9.90 eV

Each atom is followed by the atoms it is bonded to, with distances in Å.
Geometry (Å):
1 C -0.07 -1.74 -0.44  C2 1.301, H6 1.084, H7 1.087
2 C 0.45 -0.62 -0.02  C1 1.301, C3 1.310
3 C 0.73 0.59 0.39  C2 1.310, C4 1.496, H8 1.086
4 C -0.40 1.55 0.15  C3 1.496, O5 1.211, H9 1.109
5 O -0.90 2.21 1.03  C4 1.211
6 H 0.15 -2.13 -1.42  C1 1.084
7 H -0.75 -2.29 0.21  C1 1.087
8 H 1.58 0.86 1.00  C3 1.086
9 H -0.78 1.57 -0.89  C4 1.109

Okay, here come the Mulliken numbers, in e, for every atom: -0.62, 0.19, -0.32, 0.04, -0.45, 0.25, 0.25, 0.34, 0.34


The winner here is 2, beating the second structure by 18.6 kJ/mol.


--- 1 ---
Molecular formula: C4H4O
Method: DFT, ωB97M-V/def2-TZVPD

M = 68.08 g mol⁻¹
structure (SMILES) = C#C[C@H]1CO1
HOMO energy = -10.07 eV

Each atom is followed by the atoms it is bonded to, with distances in Å.
Geometry (Å):
1 C -1.69 0.36 -1.46  C2 1.206, H6 1.071
2 C -0.65 0.09 -0.89  C1 1.206, C3 1.459
3 C 0.58 -0.25 -0.21  C2 1.459, C4 1.473, O5 1.419, H7 1.091
4 C 0.72 0.01 1.24  C3 1.473, O5 1.415, H8 1.089, H9 1.092
5 O 0.55 -1.30 0.75  C3 1.419, C4 1.415
6 H -2.60 0.61 -1.97  C1 1.071
7 H 1.48 -0.25 -0.82  C3 1.091
8 H -0.14 0.40 1.77  C4 1.089
9 H 1.70 0.26 1.65  C4 1.092

Okay, here come the Mulliken numbers, in e, for every atom: 0.36, -0.76, -0.04, -0.35, -0.39, 0.39, 0.30, 0.25, 0.23


--- 2 ---
Molecular formula: C4H4O
Method: DFT, ωB97M-V/def2-TZVPD

M = 68.07 g mol⁻¹
structure (SMILES) = C#CC(C)=O
HOMO energy = -10.35 eV

Each atom is followed by the atoms it is bonded to, with distances in Å.
Geometry (Å):
1 C -1.16 0.00 2.01  C2 1.205, H6 1.068
2 C -0.36 -0.05 1.11  C1 1.205, C3 1.465
3 C 0.64 -0.15 0.04  C2 1.465, C4 1.508, O5 1.212
4 C 0.29 0.40 -1.31  C3 1.508, H7 1.092, H8 1.096, H9 1.092
5 O 1.71 -0.68 0.28  C3 1.212
6 H -1.85 0.04 2.82  C1 1.068
7 H -0.30 1.32 -1.24  C4 1.092
8 H -0.30 -0.33 -1.86  C4 1.096
9 H 1.22 0.59 -1.87  C4 1.092

Okay, here come the Mulliken numbers, in e, for every atom: 0.27, -0.27, 0.18, -0.95, -0.48, 0.38, 0.33, 0.26, 0.29


--- 3 ---
Molecular formula: C4H4O
Method: DFT, ωB97M-V/def2-TZVPD

M = 68.08 g mol⁻¹
structure (SMILES) = O[C@]12[C@@H]3[C@H]1[C@@H]32
HOMO energy = -8.49 eV

Each atom is followed by the atoms it is bonded to, with distances in Å.
Geometry (Å):
1 O 1.96 -0.01 -0.22  C2 1.402, H6 0.983
2 C 0.57 0.06 -0.13  O1 1.402, C3 1.497, C4 1.456, C5 1.461
3 C -0.64 -0.81 -0.07  C2 1.497, C4 1.500, C5 1.522, H7 0.984
4 C -0.68 0.53 -0.73  C2 1.456, C3 1.500, C5 1.512, H8 1.014
5 C -0.51 0.44 0.77  C2 1.461, C3 1.522, C4 1.512, H9 0.991
6 H 2.21 -0.33 0.68  O1 0.983
7 H -0.83 -1.77 -0.22  C3 0.984
8 H -0.97 1.04 -1.55  C4 1.014
9 H -1.10 0.84 1.47  C5 0.991

Okay, here come the Mulliken numbers, in e, for every atom: -0.51, 0.36, -0.60, -0.53, -0.60, 0.34, 0.51, 0.51, 0.51


The winner here is 2, beating the second structure by 112.4 kJ/mol.